A structure of composition C33H35Br4CaClFMgNO13 at a distorted geometry, computed with ωB97M-V with the def2-TZVPD basis set.

Atoms and positions in Å:
C -5.8964 0.1973 3.7284
C -4.8652 0.3092 2.5265
O -4.9287 -0.5552 1.6857
O -3.9256 1.3542 2.4911
C -4.5377 2.3776 1.6404
C -5.1904 3.4569 2.6025
C -6.5941 4.0200 2.1384
C -7.7073 2.9200 2.0103
C -8.7181 2.8177 3.0834
C -9.7745 1.7955 3.0003
C -9.8015 0.8832 1.8423
C -8.7720 1.0716 0.8096
N -7.8031 2.0557 0.9280
H -6.9561 0.1170 3.3585
H -5.6694 -0.7639 4.2672
H -5.8493 1.0850 4.4122
H -5.2601 1.8315 0.9783
H -3.7426 2.8524 1.0026
H -5.3283 2.9669 3.6030
H -4.4846 4.3321 2.6910
H -6.5369 4.6663 1.2107
H -6.9388 4.7255 2.9529
H -8.7242 3.4852 3.9788
H -10.5860 1.6621 3.7635
H -10.5328 0.0597 1.6745
H -8.7509 0.4054 -0.0861
H -7.1288 2.1372 0.1677
O -0.2344 -1.0884 1.2861
Cl -1.6803 -1.1103 1.2541
O -2.1050 -2.2062 0.3670
O -2.1728 0.1387 0.7445
O -2.1996 -1.3459 2.5668
C 1.8686 -0.2699 -2.5855
C 0.6725 -0.1754 -1.9589
C -0.5625 -0.6053 -2.6218
O -1.6714 -0.5206 -2.0608
C -0.4463 -1.1494 -3.9803
C 0.7619 -1.2420 -4.6035
C 1.9816 -0.8099 -3.9443
O 3.0807 -0.8977 -4.5156
H 2.7917 0.0455 -2.1138
H 0.5730 0.2189 -0.9526
H -1.3996 -1.4780 -4.4686
H 0.8683 -1.6366 -5.6090
C -2.0769 6.2523 5.8710
C -0.7510 6.1793 5.9780
C -0.0148 4.9557 5.5841
O 1.1910 4.8867 5.6824
C -0.8098 3.8178 5.0654
C -2.1351 3.8921 4.9589
C -2.8697 5.1159 5.3529
O -4.0821 5.1840 5.2530
H -2.6316 7.1379 6.1546
H -0.1552 7.0013 6.3543
H -0.2559 2.9317 4.7816
H -2.7313 3.0691 4.5824
Mg -0.5306 -2.9911 -1.9097
C 5.1297 -1.3048 1.3530
C 6.4635 -1.6915 1.2835
C 7.0480 -1.9621 0.0509
C 6.3003 -1.8360 -1.1127
C 4.9681 -1.4461 -1.0447
C 4.3804 -1.1843 0.1885
H 4.6743 -1.0974 2.3144
H 7.0482 -1.7830 2.1912
H 8.0857 -2.2703 -0.0034
H 6.7564 -2.0419 -2.0745
H 4.3877 -1.3474 -1.9564
H 3.3381 -0.8849 0.2431
F 3.3784 -0.1628 -6.3178
Br -2.7157 -1.9775 -5.4463
C 7.8536 -2.4001 -6.1986
C 8.8171 -3.0973 -5.2607
C 8.2684 -4.3584 -4.6555
O 8.9582 -4.4323 -3.4102
C 9.2838 -3.1540 -3.0644
O 9.6890 -2.8318 -1.9922
O 9.0790 -2.2982 -4.1029
H 7.3584 -3.1103 -6.8637
H 7.0981 -1.8379 -5.6454
H 8.3895 -1.6783 -6.8181
H 9.7687 -3.2832 -5.7682
H 8.4846 -5.2355 -5.2661
H 7.1984 -4.3175 -4.4578
C 5.1052 -6.6106 -2.8669
Br 5.1137 -4.8711 -2.0129
Br 6.2590 -6.6287 -4.4166
Br 5.5372 -8.0255 -1.6235
H 4.0946 -6.7938 -3.2167
Ca -2.8700 0.3879 -5.0024

Results
* gap between HOMO and LUMO: 3.217 eV
* HOMO energy: -12.033 eV
* total charge: +2
* E: -382156.8666 eV

These are the Löwdin partial charges, in e, on atoms 1 to 6:
1 C 0.031
2 C -0.483
3 O 0.098
4 O -0.071
5 C -0.145
6 C -0.132